1.
Density functional theory data (ωB97M-V/def2-TZVPD) for a single C3H7N2OP molecule at a distorted geometry.

Structure (XYZ):
```
14
Properties=species:S:1:pos:R:3:nbo_charge:R:1
C -0.62410 -1.16618 0.35537 -0.987
P -0.59800 0.67995 0.14700 2.049
N -1.04019 1.15557 -1.37428 -1.201
O -1.43140 1.28853 1.19235 -1.111
C 1.13476 1.27053 0.33727 -0.506
C 2.28570 0.57184 0.86871 0.086
N 2.11964 0.41585 -0.37878 -0.292
H -1.62124 -1.35461 0.36411 0.238
H -0.02197 -1.69943 -0.44128 0.240
H -0.04443 -1.24304 1.37664 0.245
H -1.01708 0.49237 -2.15318 0.400
H -1.97712 1.52606 -1.43928 0.413
H 1.05908 2.43565 0.14275 0.213
H 2.84570 0.32221 1.68269 0.213
```

Computed properties:
Calculated total energy, eV: -17539.588
LUMO level, eV: 0.7
Energy above the lowest of the compared OMol25 structures with the same formula, charge and spin, kcal per mole: 0.7
Largest force on an atom, eV/Å: 5.7
Net charge: 0
Structure (SMILES): C[P@@](N)(=O)[C@H]1C=N1
Frontier orbital gap, eV: 10.18

=====

2.
Density functional theory data (ωB97M-V/def2-TZVPD) for 2 unconnected molecules or ions with the total composition C3H5N3O2S at a distorted geometry.

Structure (XYZ):
```
14
Properties=species:S:1:pos:R:3:nbo_charge:R:1
C 0.19452 -1.33149 -0.64963 -0.100
C -1.01939 -0.78696 -0.38189 -0.086
C 1.26499 0.70421 -0.58575 0.324
N 1.29046 -0.61245 -0.75236 -0.345
N -2.38217 -1.83464 0.72585 -0.338
N 1.31021 0.86307 0.93797 -0.862
O -2.37089 1.48604 -0.08691 -0.901
O 0.12588 1.41810 -0.94584 -0.681
S -1.09724 0.89831 0.19389 1.533
H 0.45821 -2.33635 -0.82215 0.227
H 2.12840 1.23550 -1.08741 0.192
H -3.27805 -1.39632 0.77993 0.284
H 1.72096 1.66972 1.23856 0.372
H 1.65411 0.02325 1.43574 0.382
```

Computed properties:
Calculated total energy, eV: -22584.016
LUMO level (spin up / spin down), eV: -1.2 / -2.1
Energy above the lowest of the compared OMol25 structures with the same formula, charge and spin, kcal per mole: 166.3
Largest force on an atom, eV/Å: 5.6
Net charge: 0
Frontier orbital gap (spin up / spin down), eV: 7.94 / 6.90

=====

3.
Density functional theory data (ωB97M-V/def2-TZVPD) for 3 unconnected molecules or ions with the total composition C4H13NO2 at a distorted geometry.

Structure (XYZ):
```
20
Properties=species:S:1:pos:R:3:nbo_charge:R:1
C -2.02263 -2.51180 0.50087 -0.655
C -0.72381 -1.96550 1.03694 -0.200
C 0.41018 -1.96721 0.29470 -0.200
C 1.47907 -0.94444 0.47193 -0.260
N 0.99564 0.23825 1.21739 -0.824
H -2.11018 -3.55519 0.81742 0.223
H -2.85736 -1.85832 0.87601 0.217
H -2.19968 -2.38775 -0.55349 0.212
H -0.70639 -1.46693 2.01303 0.212
H 0.44342 -2.62622 -0.59714 0.198
H 2.40386 -1.37087 0.90519 0.201
H 1.78040 -0.63508 -0.54093 0.177
H 1.45866 1.07513 0.85859 0.352
H 0.03718 0.41105 0.88336 0.346
O -3.54895 1.10732 -2.92301 -0.907
H -2.90321 0.40388 -2.69487 0.454
H -3.09975 1.57040 -2.18460 0.454
O 4.17268 5.48776 -0.13710 -0.918
H 3.52261 5.49401 0.58175 0.459
H 3.46827 5.50150 -0.82605 0.459
```

Computed properties:
Calculated total energy, eV: -9941.969
LUMO level, eV: 0.3
Energy above the lowest of the compared OMol25 structures with the same formula, charge and spin, kcal per mole: 51.4
Largest force on an atom, eV/Å: 2.8
Net charge: 0
Structure (SMILES): C/C=C/CN.O.O
Frontier orbital gap, eV: 9.32

=====

4.
Density functional theory data (ωB97M-V/def2-TZVPD) for a molecular structure, C6H9N.

Structure (XYZ):
```
16
Properties=species:S:1:pos:R:3:nbo_charge:R:1
C 1.99785 0.38694 -0.00335 -0.420
N 0.87470 -0.43968 -0.40254 -0.415
C 0.02616 -1.01462 0.61674 -0.065
C -1.22491 -0.14491 0.84302 -0.257
C -1.07732 1.03958 -0.09378 -0.411
C -0.37396 0.03482 -1.05331 -0.036
C -1.13218 -1.11743 -0.30736 -0.244
H 1.76199 1.35280 0.47150 0.169
H 2.65888 0.56154 -0.85983 0.200
H 2.57010 -0.20569 0.72224 0.202
H 0.40619 -1.69188 1.37492 0.214
H -1.83465 -0.23840 1.73642 0.224
H -0.51863 1.92434 0.23470 0.192
H -2.05304 1.34302 -0.48992 0.211
H -0.34984 0.21381 -2.13051 0.204
H -1.70525 -1.97082 -0.64680 0.232
```

Computed properties:
Calculated total energy, eV: -7854.819
LUMO level, eV: 1.2
Energy above the lowest of the compared OMol25 structures with the same formula, charge and spin, kcal per mole: 77.0
Largest force on an atom, eV/Å: 0.4
Net charge: 0
Frontier orbital gap, eV: 9.43

=====

5.
Density functional theory data (ωB97M-V/def2-TZVPD) for 8 unconnected molecules or ions with the total composition H16O8.

Structure (XYZ):
```
24
Properties=species:S:1:pos:R:3:nbo_charge:R:1
O 0.50215 -0.57515 0.31672 -0.982
H 0.39198 -0.20488 -0.56706 0.487
H -0.33427 -1.02342 0.49066 0.490
O -1.99328 -1.75220 -2.00783 -0.981
H -2.83714 -1.82442 -2.46628 0.466
H -2.20797 -1.36737 -1.12957 0.496
O 3.11641 -0.58522 1.44998 -0.980
H 3.37737 -0.28668 0.56468 0.477
H 2.14466 -0.61138 1.40936 0.487
O -2.31954 -0.82549 0.65667 -0.986
H -2.10954 0.11134 0.83607 0.514
H -3.26572 -0.90765 0.82555 0.487
O 0.24726 0.66158 -2.51063 -0.976
H 0.90503 0.48332 -3.19252 0.478
H -0.51632 0.11749 -2.75928 0.502
O -1.63307 1.92839 0.18353 -0.966
H -2.08531 2.55733 -0.38952 0.483
H -0.70715 1.95719 -0.09417 0.493
O -0.37744 -0.70915 4.03891 -0.934
H -0.49105 -0.15916 4.82152 0.466
H -0.43009 -0.09455 3.29785 0.469
O 3.64100 1.07905 -0.88182 -0.938
H 2.82182 1.36143 -1.30766 0.474
H 4.16023 0.66961 -1.58516 0.473
```

Computed properties:
Calculated total energy, eV: -16640.205
LUMO level, eV: 0.0
Energy above the lowest of the compared OMol25 structures with the same formula, charge and spin, kcal per mole: 41.6
Largest force on an atom, eV/Å: 0.5
Net charge: 0
Structure (SMILES): O.O.O.O.O.O.O.O
Frontier orbital gap, eV: 9.71

=====

6.
Density functional theory data (ωB97M-V/def2-TZVPD) for a single C5H10NO molecule at a distorted geometry.

Structure (XYZ):
```
17
Properties=species:S:1:pos:R:3:mulliken_spin:R:1
C -2.02802 0.55834 -0.22654 -0.010
O -3.27274 0.15526 -0.53070 0.869
C -1.21746 -0.54477 0.52260 0.008
C 0.19775 -0.14948 0.99442 0.005
C 1.23916 -0.06615 -0.09985 -0.002
C 2.18408 -1.00014 -0.19760 -0.001
N 1.26933 1.07920 -0.86896 0.004
H -2.01734 1.50682 0.31156 0.038
H -1.46133 0.80735 -1.13827 0.092
H -1.27271 -1.38241 -0.16841 -0.003
H -1.84104 -0.83924 1.36123 -0.001
H 0.06425 0.85468 1.39591 -0.001
H 0.55419 -0.91240 1.67042 0.000
H 2.95803 -0.92662 -0.95423 0.000
H 2.18459 -1.84192 0.46851 0.000
H 0.41947 1.56643 -1.04346 0.002
H 2.03979 1.13505 -1.49663 0.000
```

Computed properties:
2S+1: 2
Calculated total energy, eV: -8881.861
LUMO level (spin up / spin down), eV: 0.9 / -1.6
Energy above the lowest of the compared OMol25 structures with the same formula, charge and spin, kcal per mole: 10.5
Largest force on an atom, eV/Å: 1.8
⟨S²⟩: 0.754
Net charge: 0
Frontier orbital gap (spin up / spin down), eV: 9.17 / 6.60